[1]
Density functional theory data (the ωB97M-V functional and the def2-TZVPD basis) for a cluster of 2 separate species, C4H8ClNO in total in a non-equilibrium geometry.

Last column: natural (NBO) charge in e.
Positions of all 15 atoms, in Å:
C: -1.157 -0.650 -0.287  -0.4065
C: -0.051 0.866 1.033  0.3741
C: -1.575 0.952 -2.006  -0.1097
C: 1.206 0.010 0.989  -0.7180
N: -0.904 0.067 -1.346  -0.3938
O: -0.156 1.919 0.396  -0.6313
Cl: -3.082 1.476 -1.487  0.0375
H: -0.477 -1.509 0.138  0.2369
H: -2.135 -0.460 0.063  0.2125
H: -0.712 0.628 1.998  0.1105
H: -1.138 1.367 -2.831  0.1983
H: 1.946 0.553 1.749  0.2297
H: 1.605 -0.046 0.009  0.2157
H: 1.032 -0.838 1.657  0.2208
H: -0.028 -0.024 -1.903  0.4234

## Properties
**Strongest force on any atom**: 4.6 eV/Å
**LUMO level**: 0.6 eV
**E_tot**: -747.25429 Ha
**Highest occupied orbital energy**: -7.30 eV
**ΔE to the lowest compared entry with this formula, charge and spin**: 90.5 kcal/mol

[2]
Density functional theory data (the ωB97M-V functional and the def2-TZVPD basis) for a structure of composition C23H20AuIN2P.

Last column: natural (NBO) charge in e.
Positions of all 48 atoms, in Å:
Au: 1.710 0.481 -0.875  0.4322
N: -1.287 2.031 -0.781  -0.8314
C: -1.606 1.470 0.455  0.2770
C: -2.294 2.215 1.413  -0.2789
C: -2.583 1.676 2.653  -0.1596
C: -2.204 0.378 2.968  -0.2456
C: -1.510 -0.368 2.033  -0.1564
C: -1.194 0.165 0.782  -0.4881
P: -0.150 -0.737 -0.384  0.9587
C: 0.203 -2.333 0.386  -0.3008
C: -0.656 -3.417 0.233  -0.2222
C: -0.383 -4.610 0.885  -0.1878
C: 0.741 -4.724 1.690  -0.1801
C: 1.602 -3.645 1.841  -0.2023
C: 1.338 -2.453 1.186  -0.2141
C: -1.190 -1.081 -1.825  -0.4246
C: -2.579 -1.112 -1.707  -0.1468
C: -3.358 -1.426 -2.811  -0.2211
C: -2.755 -1.710 -4.028  -0.1785
C: -1.372 -1.679 -4.150  -0.1887
C: -0.590 -1.360 -3.052  -0.1920
H: -1.403 1.425 -1.581  0.3914
H: -1.708 2.933 -0.944  0.3894
H: -2.616 3.221 1.169  0.2149
H: -3.124 2.271 3.377  0.2263
H: -2.442 -0.047 3.933  0.2286
H: -1.194 -1.375 2.272  0.2275
H: -1.533 -3.338 -0.397  0.2273
H: -1.050 -5.452 0.760  0.2274
H: 0.950 -5.657 2.196  0.2286
H: 2.484 -3.735 2.461  0.2276
H: 2.015 -1.614 1.295  0.2201
H: -3.047 -0.888 -0.755  0.2219
H: -4.436 -1.449 -2.721  0.2293
H: -3.366 -1.953 -4.887  0.2293
H: -0.906 -1.899 -5.101  0.2277
H: 0.490 -1.326 -3.137  0.2245
I: 4.092 1.393 -2.024  0.2671
C: 3.846 2.817 -0.499  0.0915
C: 4.747 3.835 -0.267  -0.2686
C: 4.451 4.694 0.783  -0.1281
C: 3.299 4.495 1.526  -0.2394
C: 2.468 3.436 1.198  0.0621
N: 2.739 2.602 0.192  -0.5239
H: 5.635 3.955 -0.869  0.2467
H: 5.123 5.510 1.013  0.2408
H: 3.045 5.148 2.348  0.2424
H: 1.555 3.237 1.746  0.2188

## Properties
**Strongest force on any atom**: 0.1 eV/Å
**LUMO level**: -2.8 eV
**E_tot**: -1772.53830 Ha
**Highest occupied orbital energy**: -11.02 eV
**Total charge**: +1

[3]
Density functional theory data (the ωB97M-V functional and the def2-TZVPD basis) for a cluster of 10 separate species, C20H62N10O14 in total in a non-equilibrium geometry.

Last column: Mulliken spin population.
Positions of all 106 atoms, in Å:
C: 15.798 -27.807 -12.310  -0.1298
C: 15.863 -28.222 -10.860  -0.1378
C: 17.296 -28.434 -10.326  0.0259
O: 17.284 -29.026 -8.964  -0.4913
C: 18.475 -29.627 -8.707  0.4998
N: 15.270 -27.186 -10.123  -0.0398
H: 15.861 -28.683 -12.955  -0.1092
H: 16.746 -27.292 -12.463  0.0740
H: 14.956 -27.176 -12.595  0.1223
H: 15.456 -29.228 -10.767  0.0380
H: 17.982 -27.586 -10.325  0.2911
H: 17.651 -29.218 -10.995  0.0930
H: 18.484 -29.794 -7.630  0.0048
H: 19.382 -29.097 -8.997  -0.2032
H: 18.574 -30.598 -9.191  0.0328
H: 15.598 -27.519 -9.228  0.1341
H: 16.003 -26.496 -10.204  0.2652
C: 13.542 -20.287 -5.876  -0.0083
C: 13.004 -19.596 -7.192  -0.0235
C: 11.813 -18.650 -7.083  0.0177
O: 10.627 -19.432 -6.802  -0.0038
C: 9.399 -18.766 -6.625  0.0040
N: 14.176 -19.005 -7.901  -0.0020
H: 13.949 -19.554 -5.179  -0.0002
H: 14.244 -21.104 -6.039  0.0012
H: 12.793 -20.938 -5.425  -0.0013
H: 12.625 -20.388 -7.838  -0.0009
H: 11.782 -18.033 -7.981  0.0036
H: 11.957 -17.890 -6.315  0.0009
H: 9.164 -18.291 -7.577  -0.0011
H: 9.615 -18.037 -5.844  0.0002
H: 8.554 -19.388 -6.326  0.0013
H: 14.883 -19.664 -8.194  -0.0073
H: 13.867 -18.568 -8.757  -0.0005
C: 16.879 -24.094 -10.990  0.8065
C: 17.075 -22.556 -10.815  0.9321
O: 16.011 -21.964 -10.140  -0.3171
O: 16.945 -24.688 -9.759  -3.1242
H: 17.734 -24.439 -11.572  -0.3645
H: 15.982 -24.396 -11.531  0.0161
H: 17.128 -22.159 -11.828  -0.0996
H: 18.052 -22.448 -10.344  0.0879
H: 15.322 -21.902 -10.805  0.1281
H: 17.851 -24.634 -9.445  1.5166
C: 13.543 -24.731 -6.335  -0.0156
C: 14.240 -24.534 -7.689  -0.0364
O: 15.432 -23.790 -7.519  0.7094
O: 12.824 -23.550 -6.037  0.0136
H: 14.172 -24.987 -5.482  -0.0209
H: 12.871 -25.571 -6.509  0.0031
H: 13.651 -24.037 -8.460  0.0558
H: 14.427 -25.524 -8.103  -0.0175
H: 15.816 -23.747 -8.398  0.1510
H: 13.421 -22.809 -6.160  -0.0042
C: 18.190 -23.478 -5.461  -0.0583
C: 18.617 -22.571 -6.627  0.6230
O: 17.480 -21.796 -7.004  -0.1932
O: 17.693 -24.675 -6.041  -0.2906
H: 17.321 -23.152 -4.888  0.0114
H: 19.055 -23.597 -4.809  -0.0261
H: 19.037 -23.076 -7.498  -0.1166
H: 19.411 -21.954 -6.207  0.0345
H: 16.760 -22.403 -7.193  -0.0132
H: 16.743 -24.690 -6.173  0.0583
C: 13.167 -24.622 -13.079  0.0395
C: 13.126 -23.790 -11.730  0.1008
O: 13.724 -22.548 -11.909  -0.3118
O: 12.330 -24.248 -14.191  -0.1638
H: 12.805 -25.620 -12.834  0.0729
H: 14.227 -24.614 -13.332  0.0583
H: 13.689 -24.391 -11.016  0.0465
H: 12.090 -23.607 -11.444  0.0808
H: 13.203 -22.047 -12.540  0.0969
H: 11.467 -24.480 -13.840  0.0048
C: 15.641 -27.448 -5.694  0.0753
O: 14.541 -27.890 -5.895  -0.0267
N: 16.015 -26.746 -4.711  -0.0454
N: 16.593 -27.677 -6.447  0.0081
H: 16.910 -26.282 -4.770  0.0175
H: 15.349 -26.458 -4.008  -0.0029
H: 16.443 -28.251 -7.264  0.0445
H: 17.534 -27.460 -6.152  -0.0181
C: 15.104 -24.609 -2.025  0.0090
O: 14.478 -25.394 -2.725  0.0004
N: 14.626 -23.443 -1.684  -0.0021
N: 16.357 -24.792 -1.697  0.0049
H: 13.774 -23.102 -2.108  0.0006
H: 15.057 -22.881 -0.964  -0.0003
H: 16.799 -25.674 -1.910  -0.0041
H: 16.718 -24.326 -0.877  -0.0019
C: 9.796 -26.118 -5.803  0.0307
O: 9.274 -25.589 -4.859  -0.0113
N: 9.757 -25.634 -7.001  0.0307
N: 10.584 -27.124 -5.685  0.0007
H: 10.154 -26.040 -7.836  -0.0195
H: 9.016 -24.972 -7.180  -0.0061
H: 10.658 -27.494 -4.748  0.0002
H: 11.108 -27.536 -6.444  -0.0087
C: 11.399 -22.919 -2.869  0.0003
O: 12.186 -22.050 -2.742  -0.0012
N: 11.303 -23.837 -3.801  0.0005
N: 10.534 -23.060 -1.951  0.0000
H: 11.921 -23.851 -4.600  -0.0007
H: 10.557 -24.518 -3.814  0.0011
H: 10.841 -22.849 -1.012  -0.0001
H: 9.873 -23.816 -2.058  0.0004

## Properties
**Strongest force on any atom**: 9.5 eV/Å
**LUMO level (spin up / spin down)**: 2.2 / 2.1 eV
**E_tot**: -2400.03641 Ha
**Highest occupied orbital energy (spin up / spin down)**: 0.46 / -6.87 eV
**<S²>**: 0.750
**Total charge**: -1
**2S+1**: 2

[4]
Density functional theory data (the ωB97M-V functional and the def2-TZVPD basis) for the ion C12H19N2O with charge +1 in a non-equilibrium geometry.

Last column: natural (NBO) charge in e.
Positions of all 34 atoms, in Å:
C: -0.717 -0.949 -0.375  0.0022
C: -1.748 -1.579 0.168  0.3201
C: -2.131 0.864 -0.890  0.1133
C: -3.106 0.315 0.047  0.1680
C: -1.771 1.832 -1.660  -0.4873
C: -4.060 1.249 0.408  -0.3674
C: 1.662 -0.576 -0.859  0.5427
C: -1.766 -2.951 0.794  -0.6646
C: 2.567 -0.758 -1.989  -0.6963
C: 0.801 1.865 1.572  -0.6212
C: 3.360 0.397 0.461  -0.4182
C: 1.105 0.353 1.379  -0.2782
N: 1.922 0.071 0.251  -0.3278
N: 0.434 -1.041 -1.111  -0.5507
O: -2.905 -0.972 0.476  -0.4503
H: -2.444 2.536 -2.066  0.2368
H: -0.733 2.031 -1.691  0.2300
H: -4.994 1.023 1.108  0.2470
H: -3.874 2.179 -0.087  0.2150
H: -1.948 -2.791 1.858  0.2456
H: -0.787 -3.542 0.832  0.2308
H: -2.569 -3.528 0.401  0.2475
H: 1.993 -1.160 -2.814  0.2358
H: 3.283 -1.602 -1.780  0.2698
H: 3.191 0.082 -2.446  0.2804
H: 1.649 2.421 1.111  0.2068
H: -0.272 2.141 1.055  0.2318
H: 0.835 2.187 2.637  0.2408
H: 3.670 -0.302 1.246  0.2240
H: 4.037 0.335 -0.388  0.2326
H: 3.300 1.463 0.793  0.2251
H: 1.441 -0.013 2.416  0.2322
H: 0.125 -0.104 1.194  0.2633
H: 0.449 -1.475 -2.050  0.4205

## Properties
**Strongest force on any atom**: 5.1 eV/Å
**LUMO level**: -3.5 eV
**E_tot**: -652.92500 Ha
**Highest occupied orbital energy**: -10.98 eV
**Total charge**: +1
**ΔE to the lowest compared entry with this formula, charge and spin**: 146.4 kcal/mol